Formula: C4H7NO
Source: OMol25
Level of theory: ωB97M-V with the def2-TZVPD basis set

Summary:
- ΔE to the lowest compared entry with this formula, charge and spin (eV) = 1.708
- orbital gap (eV) = 10.87
- net charge = 0
- SMILES = C[C@H]1CN1C=O
- calculated total energy (a.u.) = -286.56888
- 2S+1 = 1

Structure (XYZ):
```
13
Properties=species:S:1:pos:R:3:lowdin_charge:R:1
C 1.353 1.214 0.024 -0.05
C 0.001 0.559 0.205 -0.30
C -0.809 0.052 -0.950 -0.07
N -0.091 -0.856 -0.098 -0.03
C -0.735 -1.804 0.679 -0.32
O -1.680 -2.461 0.309 0.05
H 2.129 0.625 0.521 0.08
H 1.361 2.223 0.449 0.07
H 1.616 1.291 -1.036 0.08
H -0.581 0.903 1.062 0.14
H -1.895 0.046 -0.868 0.12
H -0.416 0.156 -1.959 0.11
H -0.252 -1.948 1.663 0.13
```